1.
Entry from OMol25: C36H71Br2N4OScSi as an isolated structure (ωB97M-V with the def2-TZVPD basis set).

Properties
Total energy in Ha: -7906.61929
E_HOMO in eV: -13.2
Gap between HOMO and LUMO in eV: 8.3843
M in g/mol: 808.841
Charge: +2

Positions of all 116 atoms, in Å:
Sc  -1.051  0.320  -1.056
C  -1.807  -0.974  2.021
C  -0.780  -1.914  1.404
N  -0.301  -1.513  0.044
C  1.179  -1.572  -0.082
C  1.634  -1.009  -1.417
N  1.140  0.381  -1.606
C  1.944  1.420  -0.903
C  1.253  2.782  -0.982
C  0.238  3.103  0.118
N  -0.660  1.964  0.460
C  -1.906  2.342  1.188
C  -3.166  1.697  0.600
N  -2.974  0.293  0.147
C  -3.083  -0.736  1.221
H  -1.334  -0.029  2.293
H  -2.099  -1.417  2.975
H  -1.184  -2.927  1.343
H  0.091  -1.954  2.059
H  -0.680  -2.186  -0.626
H  1.536  -2.601  0.020
H  1.597  -0.996  0.744
H  1.242  -1.614  -2.239
H  2.727  -1.038  -1.467
H  1.188  0.588  -2.602
H  2.937  1.464  -1.359
H  2.086  1.104  0.136
H  0.788  2.878  -1.969
H  2.013  3.563  -0.944
H  -0.391  3.935  -0.197
H  0.758  3.410  1.030
H  -0.116  1.410  1.128
H  -2.028  3.425  1.142
H  -1.796  2.090  2.244
H  -3.493  2.267  -0.273
H  -3.960  1.753  1.352
H  -3.724  0.100  -0.513
H  -3.390  -1.665  0.734
H  -3.896  -0.444  1.893
C  -5.497  -0.914  -7.728
C  -5.017  0.353  -7.023
C  -6.240  1.153  -6.560
C  -4.204  1.189  -8.021
C  -4.139  0.036  -5.814
C  -3.593  1.093  -5.073
C  -2.798  0.778  -4.004
Br  -2.023  2.200  -2.958
C  -2.493  -0.526  -3.597
O  -1.678  -0.648  -2.521
C  -3.043  -1.591  -4.306
C  -3.849  -1.256  -5.405
C  -2.830  -3.077  -4.004
C  -4.197  -3.766  -3.861
C  -2.059  -3.707  -5.174
C  -2.046  -3.365  -2.720
H  -6.123  -0.638  -8.576
H  -6.099  -1.546  -7.073
H  -4.666  -1.506  -8.116
H  -6.874  1.389  -7.415
H  -5.954  2.097  -6.095
H  -6.836  0.587  -5.843
H  -4.797  1.382  -8.915
H  -3.295  0.669  -8.325
H  -3.920  2.156  -7.605
H  -3.786  2.123  -5.337
H  -4.268  -2.069  -5.975
H  -4.765  -3.754  -4.788
H  -4.803  -3.287  -3.090
H  -4.056  -4.810  -3.582
H  -2.602  -3.607  -6.113
H  -1.906  -4.771  -4.991
H  -1.082  -3.238  -5.300
H  -2.538  -2.940  -1.840
H  -1.024  -2.988  -2.774
H  -1.999  -4.445  -2.584
C  5.016  2.045  2.359
C  4.811  0.635  2.935
C  4.546  -0.292  1.738
C  6.128  0.187  3.592
Si  3.412  0.624  4.246
Br  1.432  0.858  2.950
C  3.350  2.156  5.379
C  2.323  1.972  6.508
C  2.947  3.446  4.643
C  4.734  2.371  6.016
C  3.135  -1.052  5.113
C  4.126  -1.181  6.283
C  3.371  -2.229  4.155
C  1.709  -1.217  5.666
H  5.791  2.000  1.590
H  5.350  2.762  3.106
H  4.106  2.437  1.896
H  5.325  -0.119  0.991
H  3.585  -0.081  1.267
H  4.575  -1.348  1.997
H  6.926  0.242  2.848
H  6.086  -0.844  3.943
H  6.421  0.820  4.430
H  1.317  1.804  6.118
H  2.295  2.889  7.099
H  2.571  1.158  7.188
H  1.918  3.394  4.285
H  3.590  3.696  3.802
H  3.005  4.274  5.353
H  5.107  1.489  6.538
H  4.654  3.173  6.753
H  5.485  2.679  5.288
H  5.167  -1.083  5.972
H  4.013  -2.174  6.726
H  3.939  -0.453  7.072
H  4.410  -2.320  3.841
H  2.745  -2.164  3.261
H  3.111  -3.156  4.671
H  1.413  -0.429  6.355
H  1.661  -2.163  6.209
H  0.970  -1.258  4.864

=====

2.
Entry from OMol25: C29H38HfN2O6PS3Se as an isolated structure at a distorted geometry (ωB97M-V with the def2-TZVPD basis set).

Properties
Total energy in Ha: -5674.00710
E_HOMO in eV: -10.6
Gap between HOMO and LUMO in eV: 8.2070
M in g/mol: 895.256
Charge: +1

Positions of all 81 atoms, in Å:
Hf  -0.208  -0.436  0.647
C  -0.130  1.767  -3.029
C  0.078  0.406  -3.700
S  0.545  -0.858  -2.509
C  -0.532  -2.228  -2.946
C  -2.018  -2.008  -2.664
S  -2.430  -1.313  -1.037
C  -3.435  0.094  -1.531
C  -2.764  1.186  -2.354
S  -1.230  1.761  -1.600
H  -0.515  2.489  -3.749
H  0.813  2.160  -2.637
H  0.874  0.490  -4.440
H  -0.820  0.077  -4.222
H  -0.169  -3.054  -2.343
H  -0.380  -2.472  -3.998
H  -2.529  -2.968  -2.711
H  -2.464  -1.343  -3.405
H  -3.792  0.499  -0.587
H  -4.293  -0.309  -2.071
H  -3.435  2.038  -2.438
H  -2.542  0.844  -3.364
C  -4.968  0.861  1.797
O  -4.056  0.554  2.872
C  -2.794  0.330  2.552
O  -2.382  0.309  1.389
N  -2.048  0.145  3.653
N  -0.716  -0.238  3.517
H  -5.876  1.204  2.280
H  -5.168  -0.034  1.213
H  -4.560  1.644  1.166
H  -2.530  0.024  4.527
H  -0.639  -1.244  3.543
H  -0.169  0.171  4.260
C  5.593  1.139  1.156
C  5.422  0.681  -0.273
C  6.572  0.498  -1.042
C  6.519  0.124  -2.377
C  5.292  -0.068  -2.992
C  4.134  0.096  -2.246
C  4.179  0.456  -0.893
P  2.549  0.590  -0.079
C  2.814  -0.213  1.568
C  2.618  0.560  2.806
C  2.647  0.018  4.029
C  2.604  -1.433  4.177
C  2.912  -2.238  2.927
C  3.156  -1.525  1.660
C  3.717  -2.345  0.533
C  2.339  2.364  0.260
C  3.272  3.330  -0.131
C  2.995  4.679  0.016
C  1.768  5.069  0.544
C  0.841  4.111  0.924
C  1.103  2.742  0.792
C  0.084  1.724  1.262
H  6.560  1.626  1.276
H  5.555  0.300  1.856
H  4.821  1.848  1.454
H  7.537  0.669  -0.576
H  7.438  -0.005  -2.938
H  5.236  -0.349  -4.036
H  3.171  -0.085  -2.711
H  2.610  1.642  2.711
H  2.739  0.638  4.916
H  2.809  -1.875  5.144
H  3.329  -3.232  3.037
H  3.474  -3.402  0.658
H  4.809  -2.250  0.498
H  3.334  -2.028  -0.435
H  4.217  3.026  -0.567
H  3.726  5.421  -0.287
H  1.534  6.123  0.659
H  -0.118  4.422  1.332
H  -0.897  2.168  1.092
H  0.179  1.689  2.353
O  -1.038  -1.985  1.670
Se  -0.140  -3.249  0.849
O  -1.115  -3.793  -0.328
O  0.852  -2.016  0.061
O  1.571  -2.118  3.452

=====

3.
Entry from OMol25: C12H18N6O2PPdS2 as an isolated structure at a distorted geometry (ωB97M-V with the def2-TZVPD basis set).

Properties
2S+1: 2
Total energy in Ha: -2212.26862
⟨S²⟩: 0.7651
E_HOMO (alpha / beta) in eV: -15.8 / -15.8
Gap between HOMO and LUMO (alpha / beta) in eV: 5.7321 / 5.9642
M in g/mol: 479.844
Charge: +2

Positions of all 42 atoms, in Å:
Pd  0.115  0.093  0.001
C  4.144  3.823  -0.598
C  3.293  3.547  -1.812
O  1.906  3.277  -1.373
P  1.156  1.977  -1.801
S  -0.688  2.115  -0.926
S  2.131  0.277  -1.209
O  1.081  1.869  -3.353
C  0.419  2.900  -4.182
C  -0.667  2.249  -5.000
H  5.157  4.056  -0.925
H  4.186  2.954  0.059
H  3.753  4.677  -0.047
H  3.662  2.690  -2.378
H  3.229  4.413  -2.466
H  1.206  3.312  -4.808
H  0.024  3.683  -3.531
H  -0.247  1.471  -5.634
H  -1.129  3.004  -5.636
H  -1.437  1.819  -4.360
N  0.942  1.285  3.050
C  0.240  0.159  3.173
N  -0.035  -0.288  4.373
C  -0.753  -1.415  4.468
N  -1.038  -1.881  5.664
N  -1.192  -2.086  3.385
C  -0.890  -1.633  2.212
N  -0.160  -0.491  2.042
C  -1.324  -2.341  1.028
C  -2.025  -3.546  1.090
C  -2.399  -4.170  -0.079
C  -2.083  -3.592  -1.305
C  -1.387  -2.396  -1.299
N  -1.023  -1.804  -0.167
H  1.224  1.797  3.869
H  1.126  1.677  2.147
H  -0.731  -1.382  6.484
H  -1.595  -2.713  5.760
H  -2.241  -3.945  2.071
H  -2.938  -5.108  -0.053
H  -2.367  -4.055  -2.238
H  -1.114  -1.903  -2.223

=====

4.
Entry from OMol25: one molecule with the formula C5H8O2 at a distorted geometry (ωB97M-V with the def2-TZVPD basis set).

Properties
Total energy in Ha: -345.67161
E_HOMO in eV: -9.9
Gap between HOMO and LUMO in eV: 10.0494
M in g/mol: 100.117

Positions of all 15 atoms, in Å:
O  -2.276  0.650  0.609
C  -1.706  -0.049  -0.471
C  -0.353  0.520  -0.856
C  0.711  0.257  0.181
O  0.358  0.759  1.463
C  1.194  -1.158  0.232
C  2.276  -1.679  0.092
H  -1.568  0.738  1.267
H  -2.390  0.039  -1.320
H  -1.595  -1.126  -0.246
H  -0.416  1.604  -1.005
H  0.016  0.068  -1.785
H  1.624  0.758  -0.145
H  0.803  0.190  2.103
H  3.322  -1.570  -0.118

=====

5.
Entry from OMol25: a 8-piece molecular cluster, C6H28O8 overall at a distorted geometry (ωB97M-V with the def2-TZVPD basis set).

Properties
2S+1: 2
Total energy in Ha: -846.92119
⟨S²⟩: 0.7547
E_HOMO (alpha / beta) in eV: -12.2 / -12.2
Gap between HOMO and LUMO (alpha / beta) in eV: 9.1439 / 2.6762
M in g/mol: 228.282
Charge: +1

Positions of all 42 atoms, in Å:
C  3.400  -2.575  -4.127
C  2.452  -2.430  -2.961
O  1.619  -1.246  -3.002
H  3.554  -3.586  -4.503
H  4.291  -2.176  -3.643
H  3.167  -1.988  -5.016
H  2.822  -2.506  -1.939
H  1.826  -3.321  -2.974
H  1.371  -0.934  -2.129
C  -2.055  1.613  2.310
C  -3.163  2.328  1.666
O  -2.703  3.497  1.036
H  -1.426  2.136  3.030
H  -1.421  1.333  1.469
H  -2.463  0.700  2.743
H  -3.881  2.579  2.448
H  -3.715  1.766  0.913
H  -3.454  4.088  0.945
C  -3.021  -2.023  1.652
C  -1.590  -2.547  1.690
O  -0.658  -1.511  1.710
H  -3.118  -1.310  0.834
H  -3.343  -1.561  2.586
H  -3.756  -2.761  1.331
H  -1.342  -3.131  0.804
H  -1.471  -3.157  2.586
H  -0.409  -1.200  0.837
O  -0.984  1.717  -1.259
H  -1.661  1.109  -1.557
H  -1.462  2.394  -0.781
O  0.607  -0.288  -0.332
H  1.227  0.045  0.316
H  0.201  0.497  -0.700
O  2.509  1.835  1.050
H  2.154  2.435  1.706
H  2.389  2.291  0.217
O  1.668  2.638  -1.659
H  1.876  2.885  -2.560
H  0.763  2.329  -1.697
O  3.367  -0.236  2.310
H  2.656  -0.203  2.949
H  3.177  0.478  1.702

=====

6.
Entry from OMol25: one molecule with the formula C12H16N2O at a distorted geometry (ωB97M-V with the def2-TZVPD basis set).

Properties
Total energy in Ha: -651.47829
E_HOMO in eV: -8.9
Gap between HOMO and LUMO in eV: 9.4817
M in g/mol: 204.273

Positions of all 31 atoms, in Å:
C  -0.951  0.073  1.870
C  3.285  -0.933  -0.683
C  2.909  -1.101  0.650
C  2.383  -0.225  -1.484
C  1.711  -0.613  1.140
C  1.283  0.349  -0.976
C  0.899  0.193  0.305
C  -0.550  -2.587  -0.082
C  -0.253  2.815  -0.535
C  -2.453  2.094  0.303
C  -1.773  -1.707  -0.165
C  -0.542  0.634  0.582
N  -1.248  -0.576  2.762
N  -1.029  1.923  0.336
O  -1.449  -0.439  -0.451
H  4.175  -1.266  -1.095
H  3.451  -1.744  1.367
H  2.651  -0.062  -2.465
H  1.309  -0.980  2.129
H  0.556  0.787  -1.564
H  0.269  -2.114  -0.546
H  -0.332  -2.626  0.965
H  -0.722  -3.511  -0.475
H  0.806  2.867  -0.464
H  -0.303  2.445  -1.509
H  -0.844  3.739  -0.469
H  -2.710  3.007  0.776
H  -2.807  1.963  -0.771
H  -2.851  1.336  0.873
H  -2.491  -1.771  0.715
H  -2.377  -1.971  -1.038

=====

7.
Entry from OMol25: C16H19F3N2O5 as an isolated structure at a distorted geometry (ωB97M-V with the def2-TZVPD basis set).

Properties
Total energy in Ha: -1405.96203
E_HOMO in eV: -8.7
Gap between HOMO and LUMO in eV: 8.9946
M in g/mol: 376.331

Positions of all 45 atoms, in Å:
C  3.833  2.593  2.659
C  2.474  2.755  1.785
H  1.678  2.794  2.428
H  2.579  3.627  1.126
O  2.350  1.826  0.988
C  1.846  0.616  1.774
O  1.601  0.493  3.070
C  1.756  -0.624  0.628
N  2.237  -0.384  -0.667
H  2.304  -1.233  -1.119
C  1.430  0.275  -1.477
C  0.177  -0.165  -1.968
C  -0.095  -1.239  -2.394
C  -1.284  -2.118  -2.772
C  -2.326  -1.147  -2.812
C  -2.327  0.089  -2.165
C  -1.237  0.791  -1.831
H  -1.113  1.709  -1.464
O  -3.577  0.601  -2.512
C  -4.441  -0.426  -2.751
O  -3.607  -1.471  -3.092
H  -5.163  -0.663  -1.943
H  -4.870  -0.139  -3.780
H  -1.351  -3.162  -2.938
H  0.990  -2.107  -2.620
H  1.891  0.671  -2.395
H  1.072  1.540  -0.858
N  0.326  -1.238  0.740
C  -0.714  -0.216  1.195
O  -0.555  0.977  1.194
C  -2.031  -0.912  1.093
C  -3.100  0.300  1.186
H  -2.995  0.854  2.058
H  -3.234  0.921  0.372
H  -4.141  -0.193  1.464
H  -2.067  -1.650  2.016
H  -2.176  -1.427  0.169
H  -0.043  -2.221  0.906
C  2.574  -1.829  1.301
F  2.242  -2.357  2.584
F  2.354  -2.880  0.587
F  3.853  -1.587  1.631
H  4.160  3.587  3.265
H  4.712  2.573  2.023
H  4.005  1.796  3.317

=====

8.
Entry from OMol25: C4H4LiO5Pb as an isolated structure at a distorted geometry (ωB97M-V with the def2-TZVPD basis set).

Properties
2S+1: 2
Total energy in Ha: -730.64083
⟨S²⟩: 0.7698
E_HOMO (alpha / beta) in eV: -15.2 / -15.9
Gap between HOMO and LUMO (alpha / beta) in eV: 6.7745 / 7.3903
M in g/mol: 346.212
Charge: +2

Positions of all 15 atoms, in Å:
O  -4.211  1.350  0.980
C  -4.260  0.232  1.487
O  -3.302  -0.582  1.510
Li  -3.020  -2.386  1.892
Pb  -2.264  0.917  0.164
C  0.004  1.060  -0.032
C  0.564  0.766  -1.193
H  0.522  1.237  0.918
H  0.252  1.165  -2.161
O  3.187  -1.576  -1.271
C  2.385  -0.707  -0.785
O  2.679  -0.103  0.302
O  1.397  -0.379  -1.516
H  3.901  -1.815  -0.657
H  2.165  0.820  0.360